14 unconnected molecules or ions with the total composition C16H60N8O14 at a distorted geometry. Source: the OMol25 dataset; level of theory: wB97M-V/def2-TZVPD.

Properties
Highest occupied orbital energy   -8.7054 eV

```
! RIJCOSX wB97M-V def2-TZVPD def2/J DEFGRID3
* xyz 0 1
O 12.03592 0.77813 10.11882
O 12.39545 -0.74709 14.85249
O 13.76847 -3.37261 13.41453
O 17.40758 2.13438 18.51714
O 19.03613 3.29676 15.64610
O 18.82057 0.29929 13.48502
O 17.62175 3.45758 12.06119
O 16.73086 4.85579 15.90083
O 15.31748 1.07920 12.61515
O 13.67951 3.19616 11.78989
O 15.04766 -1.86071 16.92678
O 14.38092 3.50165 15.74493
O 19.34399 -0.41471 8.96652
O 9.65271 -0.00998 13.19098
N 17.67713 0.96554 16.60164
N 11.57792 1.41848 13.14943
N 15.83632 0.54659 17.77409
N 16.68687 1.77406 14.37837
N 14.92309 0.76241 14.97184
N 13.40539 -3.60251 16.85044
N 15.57715 -4.09568 16.39893
N 10.07275 1.78960 11.64663
C 12.24292 0.07187 15.95839
C 16.82946 5.25670 17.30321
C 20.11761 3.72546 16.35166
C 10.38998 1.06794 12.68209
C 14.70711 -3.19786 16.72350
C 18.57108 -0.75009 10.19102
C 13.57099 -4.66821 13.79215
C 19.59773 1.33648 12.93301
C 21.04336 1.29488 13.39339
C 13.88204 4.38578 12.52400
C 15.59754 1.16429 13.97127
C 17.42561 0.21735 10.13566
C 16.98390 1.20505 17.64535
C 14.00685 3.17470 17.11411
C 17.84320 4.70815 12.77282
C 12.92677 -0.08209 10.75467
H 19.24445 2.34452 13.22423
H 16.80508 -0.22660 9.42591
H 19.16104 -0.76665 11.11484
H 12.48752 1.17574 15.89532
H 16.70051 0.18434 10.94141
H 13.21283 3.82510 17.47930
H 17.19007 3.63614 11.23825
H 12.83452 -0.32542 16.81052
H 20.98678 1.53758 14.42253
H 17.75160 1.22948 9.89750
H 13.93967 -2.85403 14.17752
H 18.58660 1.50462 16.41940
H 11.38904 1.15434 10.71395
H 13.90232 0.39549 10.71545
H 11.78755 -1.49716 14.89878
H 20.19156 4.84065 16.36231
H 18.15174 -1.71453 9.98919
H 17.49844 0.10283 15.99207
H 16.83752 4.40478 17.96072
H 13.79056 2.06507 17.17128
H 20.98953 3.41236 15.86220
H 14.36905 2.58271 12.09128
H 18.60290 4.61879 13.59262
H 14.88862 4.54773 12.85391
H 11.20710 -0.01350 16.18614
H 15.96930 4.28798 15.84718
H 20.17421 -0.82064 9.06029
H 13.52691 5.33173 12.23326
H 9.28248 1.59470 11.02346
H 14.68136 2.70520 15.29431
H 12.95727 -1.03921 10.15766
H 12.72795 -4.86212 14.39932
H 17.56994 5.98206 17.53551
H 19.53777 1.35336 11.83105
H 14.47592 -5.07962 14.15408
H 11.97861 0.77854 13.86802
H 18.04932 5.49981 12.11944
H 12.59898 -0.29415 11.77982
H 17.33041 2.25934 13.76041
H 14.86072 3.26910 17.72806
H 15.34159 -5.07018 16.28423
H 15.25425 0.87265 15.92716
H 16.60331 -3.81632 16.55958
H 15.85801 5.55465 17.72972
H 17.22131 1.72441 15.29684
H 13.24516 -4.59104 16.82897
H 16.91412 5.00104 13.33986
H 18.39286 3.99828 15.68343
H 17.99901 0.80166 13.75528
H 13.30338 4.11881 13.40610
H 13.45357 -5.34480 12.90123
H 10.51420 2.69121 11.43028
H 14.20254 0.02199 14.84375
H 12.14978 2.11804 12.80909
H 12.61029 -3.02507 17.18078
H 20.13050 3.28812 17.38611
H 15.31574 0.78463 18.64505
H 21.58974 0.34010 13.23790
H 21.75595 2.01482 12.91725
H 15.63111 -0.45649 17.38223
*
```

=====

C2H4IN in the gas phase at a distorted geometry. Source: the OMol25 dataset; level of theory: wB97M-V/def2-TZVPD.

Properties
Highest occupied orbital energy   -9.7400 eV

```
! RIJCOSX wB97M-V def2-TZVPD def2/J DEFGRID3
* xyz 0 1
I 1.45009 0.46551 -1.94030
N -1.38340 0.29357 -0.55126
C -0.11264 0.14822 -0.40682
C 0.38716 -0.41410 0.86920
H -1.62051 0.88197 -1.29716
H 1.01088 0.41896 1.20475
H 0.85733 -1.32223 0.67820
H -0.58891 -0.47189 1.44339
*
```

=====

C21H24N2O4S in the gas phase at a distorted geometry. Source: the OMol25 dataset; level of theory: wB97M-V/def2-TZVPD.

Properties
Highest occupied orbital energy   -8.0412 eV

```
! RIJCOSX wB97M-V def2-TZVPD def2/J DEFGRID3
* xyz 0 1
S -0.87428 -1.98353 -0.17003
O -0.25937 3.40420 1.16817
O 4.36480 -1.38079 3.45157
O -0.99693 1.09498 -2.51779
O 4.72123 -2.99218 2.07317
N 0.50468 0.89710 -0.80817
N -1.65022 3.06079 -0.62236
C 1.34492 -0.00422 -0.19558
C -0.80489 -1.05139 -1.82387
C 5.04874 -2.28354 4.39150
C -1.40733 -3.48626 -0.82191
C 1.67994 0.44843 1.09723
C -3.91520 2.29258 0.17972
C -1.19644 -1.91456 -2.62701
C 2.56992 0.03060 1.95781
C -2.87117 3.44195 -0.17486
C 3.05216 -1.61672 0.03877
C -5.07906 2.60205 -0.52892
C 3.22959 -1.23965 1.34377
C -3.86251 4.32436 -0.67610
C 0.55496 2.42389 -0.84145
C -0.40274 0.53316 -1.70213
C -0.57072 2.94705 -0.04254
C 2.09024 -0.81431 -0.68270
C -1.40882 -3.13179 -2.34980
C -4.81780 3.60933 -1.53430
C 4.14949 -2.00987 2.35588
C -1.73635 -4.64348 -0.01015
H -3.05817 4.92676 -1.52368
H -5.57173 3.92949 -1.87315
H -2.60931 3.68134 1.00344
H -1.88938 2.48258 -1.67508
H -3.45616 1.48397 -0.28086
H -4.06090 1.89322 1.03242
H -4.26938 4.90417 -0.18317
H -5.71028 1.78179 -1.11319
H 6.11659 -2.24314 3.87619
H 2.54129 0.05252 2.99130
H -1.15984 -1.53226 -3.59616
H 1.95083 -1.15129 -1.79220
H 1.11970 1.43350 1.50611
H 0.61749 2.80175 -2.00852
H -0.84052 -4.86062 0.29653
H 3.52304 -2.43041 -0.36110
H -1.89987 -4.00504 -3.07754
H 1.54835 2.59142 -0.57870
H 4.65045 -3.30479 4.34310
H -5.77719 2.89302 -0.00527
H -1.98826 -5.40279 -1.07562
H -4.11214 3.00785 -2.41389
H -2.35492 -4.16195 0.69621
H 5.02656 -1.68469 5.24401
*
```

=====

Energy above the lowest of the compared OMol25 structures with the same formula, charge and spin
In order: 264.0 6.4 440.8
Unit: kcal per mole
Energy
In order: -58144.755 -11728.733 -44154.290
Unit: eV
Frontier orbital gap
In order: 8.3 10.0 8.5
Unit: eV